Computed, not measured: a molecular structure, C10H16FN4O5PSV at a distorted geometry, with ωB97M-V/def2-TZVPD.

The geometry in XYZ format:
```
39
Properties=species:S:1:pos:R:3:mulliken_charge:R:1
C -3.686 -0.425 0.776 -1.1754
C -2.946 0.914 0.731 -0.4043
N -1.830 1.041 -0.206 -0.2175
C -0.625 0.266 0.025 1.2268
C -0.676 -1.041 -0.804 -1.5599
C 0.570 -1.535 -1.558 -0.0667
C 0.353 -3.013 -1.881 0.1805
N 0.964 -3.984 -0.996 -0.6343
O -0.326 -3.348 -2.807 -0.4540
C -0.403 -0.107 1.506 -0.1898
O -0.929 -1.003 2.106 -0.5383
N 0.525 0.755 2.114 -0.2878
C 0.722 1.927 1.242 -0.8045
P -0.402 3.353 1.715 0.2227
S 0.709 4.926 2.021 -0.3162
C 0.550 1.338 -0.155 0.7261
F 0.065 2.411 -0.890 -0.4007
N 1.773 1.049 -0.881 -0.5582
C 2.783 0.636 -0.354 0.7698
O 3.817 0.384 0.137 -0.4497
H -4.293 -0.425 1.682 0.3956
H -4.372 -0.534 -0.062 0.3425
H -3.029 -1.285 0.863 0.2073
H -3.690 1.639 0.392 0.5714
H -2.685 1.252 1.735 0.1876
H -2.127 0.960 -1.166 0.4279
H -1.495 -1.017 -1.517 0.3947
H -0.949 -1.834 -0.103 0.4659
H 1.507 -1.402 -1.029 0.1106
H 0.613 -1.029 -2.523 0.3301
H 1.945 -3.724 -0.914 0.2860
H 0.581 -3.816 -0.065 0.3399
H 0.192 0.960 3.051 0.3750
H 1.703 2.322 1.504 0.7078
H -1.403 3.549 0.762 0.1090
H -1.012 2.986 2.927 0.0933
O 5.164 -0.689 -0.967 -0.6669
V 5.870 -1.028 -2.474 1.8387
O 6.475 -1.429 -3.938 -0.5848
```

* E_HOMO: -11.49 eV
* net charge: +1